# C5H14N2O

2 unconnected molecules or ions with the total composition C5H14N2O in a non-equilibrium geometry (ωB97M-V/def2-TZVPD, OMol25).

Geometry as ORCA input:
```
! RIJCOSX wB97M-V def2-TZVPD def2/J DEFGRID3
* xyz 0 1
C -1.220 -0.513 0.763
C 0.018 0.341 0.310
N -0.226 1.753 0.753
C 0.044 0.338 -1.246
C -0.199 -1.033 -1.836
C 0.496 -2.092 -1.420
N 0.304 -3.428 -1.775
H -1.553 -1.424 0.282
H -2.135 0.076 0.749
H -1.179 -0.677 1.884
H 0.946 -0.113 0.699
H -0.786 2.129 -0.006
H -0.699 1.823 1.640
H -0.671 0.986 -1.771
H 1.010 0.688 -1.590
H -0.780 -1.103 -2.765
H 1.259 -1.972 -0.687
H 0.024 -3.590 -2.729
H 1.152 -3.955 -1.657
O 1.259 3.676 3.144
H 1.032 4.580 3.413
H 1.905 3.510 3.844
*
```

Output
Highest occupied orbital energy (eV): -7.96
Energy above the lowest of the compared OMol25 structures with the same formula, charge and spin (kcal/mol): 62.6
Strongest force on any atom (eV/A): 2.559
SMILES: C[C@H](N)C/C=C/N.O
HOMO-LUMO gap (Ha): 0.3288
E_LUMO (eV): 0.99



# C5H14N2O

3 unconnected molecules or ions with the total composition C5H14N2O in a non-equilibrium geometry (ωB97M-V/def2-TZVPD, OMol25).

Geometry as ORCA input:
```
! RIJCOSX wB97M-V def2-TZVPD def2/J DEFGRID3
* xyz 0 1
C -1.886 1.286 -0.162
C 0.025 -0.601 -0.114
C 0.058 0.646 -0.747
C 1.963 -1.062 -0.899
C 0.172 -0.727 1.375
N -2.870 0.370 -0.613
N 2.947 -0.380 -0.142
O -2.072 1.642 1.203
H -1.219 1.766 1.633
H -1.929 2.203 -0.759
H -0.634 -1.338 -0.569
H -2.869 -0.478 -0.059
H -3.814 0.754 -0.595
H 3.725 -0.007 -0.667
H 3.256 -0.866 0.689
H 0.733 1.389 -0.336
H -0.088 0.657 -1.821
H 1.989 -0.834 -1.959
H 1.891 -2.134 -0.724
H 0.505 -1.731 1.647
H 0.901 -0.008 1.750
H -0.786 -0.547 1.869
*
```

Output
Highest occupied orbital energy (eV): -6.66
Energy above the lowest of the compared OMol25 structures with the same formula, charge and spin (kcal/mol): 121.7
Strongest force on any atom (eV/A): 5.416
HOMO-LUMO gap (Ha): 0.2810
E_LUMO (eV): 0.98



# C5H14N2O2

3 unconnected molecules or ions with the total composition C5H14N2O2 in a non-equilibrium geometry (ωB97M-V/def2-TZVPD, OMol25).

Geometry as ORCA input:
```
! RIJCOSX wB97M-V def2-TZVPD def2/J DEFGRID3
* xyz 0 1
C -0.759 1.069 -0.820
C 0.819 0.872 0.830
C -1.892 0.290 -0.326
C 2.037 1.492 0.199
O -0.822 2.452 -0.829
H -1.499 2.758 -0.214
H -0.151 0.713 -1.636
H 0.074 1.591 1.153
H 1.047 0.396 1.782
H -2.271 -0.403 -1.081
H -2.710 0.903 0.079
H -1.602 -0.400 0.520
H 2.600 2.088 0.925
H 2.723 0.725 -0.176
H 1.770 2.144 -0.632
N -0.884 -2.773 0.057
C -0.112 -1.880 0.772
O 0.962 -1.381 -1.152
N 0.846 -1.134 0.255
H 1.871 -1.110 -1.332
H -1.360 -3.479 0.594
H -0.483 -3.092 -0.814
H -0.202 -1.840 1.847
*
```

Output
Highest occupied orbital energy (eV): -6.09
Energy above the lowest of the compared OMol25 structures with the same formula, charge and spin (kcal/mol): 167.6
Strongest force on any atom (eV/A): 3.210
HOMO-LUMO gap (Ha): 0.2529
E_LUMO (eV): 0.79



# C5H14N2O2

2 unconnected molecules or ions with the total composition C5H14N2O2 in a non-equilibrium geometry (ωB97M-V/def2-TZVPD, OMol25).

Geometry as ORCA input:
```
! RIJCOSX wB97M-V def2-TZVPD def2/J DEFGRID3
* xyz 0 1
C -1.881 0.357 -1.003
C -0.635 0.307 -0.117
O -0.868 0.989 1.053
N -0.078 -0.999 0.155
C 0.422 -1.713 -0.997
C -0.863 -1.839 1.040
H -2.146 1.395 -1.190
H -2.713 -0.116 -0.484
H -1.719 -0.160 -1.947
H 0.225 0.887 -0.640
H 0.070 1.285 1.411
H 1.077 -2.516 -0.655
H -0.370 -2.166 -1.613
H 0.989 -1.037 -1.637
H -1.262 -1.231 1.848
H -1.695 -2.341 0.522
H -0.213 -2.603 1.468
C 1.434 2.521 0.913
N 1.797 1.874 -0.146
O 2.702 0.849 0.136
H 0.946 3.464 0.723
H 1.903 2.362 1.880
H 2.876 0.430 -0.718
*
```

Output
Highest occupied orbital energy (eV): -8.19
Energy above the lowest of the compared OMol25 structures with the same formula, charge and spin (kcal/mol): 95.6
Strongest force on any atom (eV/A): 3.051
SMILES: C[C@@H](O)N(C)C.C=NO
HOMO-LUMO gap (Ha): 0.3314
E_LUMO (eV): 0.83



# C5H14N2Si

2 unconnected molecules or ions with the total composition C5H14N2Si in a non-equilibrium geometry (ωB97M-V/def2-TZVPD, OMol25).

Geometry as ORCA input:
```
! RIJCOSX wB97M-V def2-TZVPD def2/J DEFGRID3
* xyz 0 1
C -4.131 0.049 0.967
C 2.613 1.062 0.596
C 0.823 -1.379 0.781
C 1.364 0.036 -2.085
C -0.406 1.334 0.078
N -2.860 0.574 0.598
N -1.986 -0.161 0.224
Si 1.043 0.249 -0.186
H -4.220 -1.010 0.698
H -4.905 0.668 0.629
H -4.422 0.093 2.063
H 2.488 0.918 1.696
H 3.547 0.615 0.278
H 2.674 2.055 0.222
H 1.664 -1.363 1.495
H -0.003 -1.331 1.428
H 0.923 -2.410 0.270
H 1.082 0.977 -2.612
H 2.320 -0.508 -2.214
H 0.547 -0.726 -2.434
H -0.695 2.010 -0.792
H -0.880 1.708 0.982
*
```

Output
Highest occupied orbital energy (spin up / spin down) (eV): -8.04 / -7.78
Energy above the lowest of the compared OMol25 structures with the same formula, charge and spin (kcal/mol): 88.8
Strongest force on any atom (eV/A): 3.085
HOMO-LUMO gap (spin up / spin down) (Ha): 0.3112 / 0.2982
E_LUMO (spin up / spin down) (eV): 0.43 / 0.33



# C5H14N2Si2

2 unconnected molecules or ions with the total composition C5H14N2Si2 in a non-equilibrium geometry (ωB97M-V/def2-TZVPD, OMol25).

Geometry as ORCA input:
```
! RIJCOSX wB97M-V def2-TZVPD def2/J DEFGRID3
* xyz 0 1
H 2.960 1.930 -0.043
N 2.327 1.196 0.041
Si 2.132 0.433 1.439
C 2.579 0.763 3.233
C 1.217 -1.114 1.682
C 0.292 -1.757 0.928
H 2.028 0.185 4.088
H 3.586 0.456 3.515
H 2.511 1.824 3.260
H 1.323 -1.347 2.751
H -0.107 -2.679 1.099
H 0.177 -1.403 -0.068
C -2.165 -1.626 -2.240
Si -1.791 0.141 -1.624
C -1.492 1.670 -2.792
N -2.169 0.216 -0.061
H -1.499 -2.374 -2.041
H -3.047 -1.688 -1.623
H -2.363 -1.589 -3.277
H -1.357 2.397 -1.990
H -0.647 1.541 -3.448
H -2.285 1.874 -3.521
H -2.211 0.950 0.693
*
```

Output
Highest occupied orbital energy (eV): -8.82
Strongest force on any atom (eV/A): 4.064
SMILES: [H]/N=[Si](\C)C=C.C[Si](C)=N
HOMO-LUMO gap (Ha): 0.3367
E_LUMO (eV): 0.35



# C5H14N3

A single C5H14N3 molecule in a non-equilibrium geometry (ωB97M-V/def2-TZVPD, OMol25).

Geometry as ORCA input:
```
! RIJCOSX wB97M-V def2-TZVPD def2/J DEFGRID3
* xyz 0 2
C 2.154 -0.120 1.428
C 1.300 -0.648 0.254
C 0.713 0.494 -0.579
C -0.715 0.892 -0.155
N -1.732 0.234 -0.942
C -2.916 -0.179 -0.390
N -3.602 -1.100 -0.916
N 3.533 0.239 0.925
H 2.293 -0.882 2.172
H 1.741 0.825 1.758
H 0.525 -1.281 0.682
H 1.907 -1.289 -0.375
H 0.622 0.248 -1.632
H 1.367 1.358 -0.501
H -0.882 0.659 0.880
H -0.790 1.977 -0.188
H -1.504 -0.069 -1.872
H -3.208 0.411 0.481
H -4.479 -1.287 -0.448
H 4.083 0.766 1.644
H 4.118 -0.599 0.675
H 3.527 0.863 0.080
*
```

Output
Highest occupied orbital energy (spin up / spin down) (eV): -3.80 / -9.01
Energy above the lowest of the compared OMol25 structures with the same formula, charge and spin (kcal/mol): 26.2
Strongest force on any atom (eV/A): 1.725
HOMO-LUMO gap (spin up / spin down) (Ha): 0.1691 / 0.3567
E_LUMO (spin up / spin down) (eV): 0.80 / 0.69



# C5H14N3

A gas-phase ion, C5H14N3 (charge +1) in a non-equilibrium geometry (ωB97M-V/def2-TZVPD, OMol25).

Geometry as ORCA input:
```
! RIJCOSX wB97M-V def2-TZVPD def2/J DEFGRID3
* xyz 1 1
C 2.239 -0.744 -0.320
C 1.551 0.576 -0.449
N 0.816 0.790 -1.719
C 0.629 0.778 0.760
C -0.767 0.439 0.536
N -1.649 1.492 0.713
C -1.030 -0.869 0.164
N -2.306 -1.425 0.391
H 3.397 -0.370 -0.193
H 2.139 -1.176 0.761
H 2.062 -1.464 -1.166
H 2.422 1.285 -0.452
H 1.170 0.489 -2.589
H 0.005 0.237 -1.824
H 0.747 1.771 1.141
H 0.982 0.324 1.755
H -1.510 2.440 0.325
H -2.633 1.363 0.710
H -0.124 -1.449 0.015
H -2.270 -2.098 1.214
H -2.729 -1.687 -0.517
H -3.140 -0.700 0.742
*
```

Output
Highest occupied orbital energy (eV): -12.51
Energy above the lowest of the compared OMol25 structures with the same formula, charge and spin (kcal/mol): 101.7
Strongest force on any atom (eV/A): 4.568
SMILES: C[C@@H](N)C/C(N)=C/[NH3+]
HOMO-LUMO gap (Ha): 0.3093
E_LUMO (eV): -4.09